A structure of composition C19H34N2O6S5SiTi in a non-equilibrium geometry, computed with ωB97M-V/def2-TZVPD.

```
68
Properties=species:S:1:pos:R:3
Ti 2.208 0.847 -0.386
C 3.667 1.545 3.788
C 3.444 1.073 2.410
N 2.314 1.263 1.781
O 1.343 1.845 2.603
C 4.418 0.427 1.653
C 5.770 -0.001 2.140
N 4.107 0.247 0.356
O 4.959 -0.311 -0.391
H 3.050 2.418 3.967
H 4.724 1.732 3.940
H 3.367 0.801 4.548
H 0.610 1.867 1.980
H 5.695 -0.515 3.104
H 6.496 0.796 2.251
H 6.163 -0.715 1.414
O 1.592 5.938 -5.605
C 1.668 5.062 -4.769
S 1.985 5.344 -3.072
C 1.964 3.661 -2.554
C 1.722 2.739 -3.497
S 1.844 1.009 -3.047
S 1.446 3.330 -5.173
S 2.411 3.348 -0.894
C -1.521 1.972 -1.894
C -1.591 1.609 -0.403
C -1.199 2.830 0.448
C -3.010 1.127 -0.057
O -0.594 0.617 -0.152
Si -0.733 -1.054 -0.299
S 1.211 -1.676 -0.085
O -1.803 -1.639 0.844
C -1.616 -1.960 2.209
C -0.924 -3.314 2.339
C -0.831 -0.876 2.967
C -3.026 -2.067 2.806
O -1.647 -1.312 -1.642
C -1.975 -2.477 -2.362
C -1.637 -2.195 -3.807
C -1.213 -3.680 -1.842
C -3.479 -2.683 -2.148
H -2.243 2.764 -2.147
H -1.742 1.096 -2.526
H -0.518 2.311 -2.169
H -1.767 3.705 0.126
H -0.136 3.041 0.257
H -1.383 2.684 1.518
H -3.720 1.936 -0.167
H -3.088 0.747 0.964
H -3.320 0.335 -0.742
H -0.031 -3.320 1.710
H -1.591 -4.081 1.969
H -0.670 -3.579 3.364
H 0.168 -0.734 2.532
H -0.730 -1.141 4.026
H -1.370 0.075 2.925
H -3.558 -2.891 2.308
H -3.588 -1.140 2.633
H -2.986 -2.276 3.882
H -0.547 -1.960 -3.896
H -2.167 -1.321 -4.157
H -1.866 -3.049 -4.455
H -0.138 -3.494 -1.800
H -1.381 -4.534 -2.510
H -1.504 -3.902 -0.808
H -4.039 -1.831 -2.537
H -3.691 -2.811 -1.099
H -3.773 -3.604 -2.671
```

Electronic energy (a.u.): -4435.505836
ΔE to the lowest compared entry with this formula, charge and spin (kJ/mol): 0.00
Multiplicity: 3
Largest force on an atom (Eh/bohr): 0.030
Charge: -2